1.
60
Properties=species:S:1:pos:R:3 method="wB97M-V/def2-TZVPD" homo_ha=-0.2887 smiles="CC(C)CN1CCN(C(=O)CCc2nnc(Cc3c[nH]c4ccccc34)o2)[C@@H](C)C1=O" e_above_lowest_kcal_mol=24.3
O 0.274 -0.034 -1.464
O 1.801 2.796 -0.890
O 5.078 0.089 1.440
N 0.819 2.047 0.915
N 0.611 -1.273 0.399
N 2.157 1.977 1.103
N -3.269 2.461 1.626
N 3.314 -0.571 0.234
C -2.104 2.992 1.145
C 4.175 2.539 -0.239
C -1.642 -2.889 -0.822
C -2.883 1.566 -0.395
C 4.814 1.195 -0.650
C 2.720 2.420 0.030
C -3.163 0.738 -1.483
C 1.016 -0.623 -0.698
C 2.822 -1.222 1.440
C 2.890 -1.889 -1.812
C 0.627 2.530 -0.267
C 1.561 -2.031 1.178
C -1.507 -2.545 0.658
C -0.768 -1.212 0.830
C -4.306 -0.029 -1.450
C -3.772 1.586 0.709
C -5.180 0.010 -0.358
C 2.522 -0.656 -0.974
C -4.926 0.812 0.734
C -1.828 2.478 -0.088
C -2.880 -2.453 1.316
C 4.432 0.176 0.414
C -0.656 2.791 -0.958
H -0.666 -2.938 -1.298
H -0.668 3.836 -1.286
H -3.419 -3.391 1.201
H 3.946 -1.853 -2.073
H 1.806 -2.971 0.667
H -1.542 3.698 1.724
H -2.228 -2.124 -1.326
H -4.542 -0.677 -2.281
H -0.932 -3.336 1.155
H -6.067 -0.606 -0.372
H 5.898 1.311 -0.622
H 4.653 2.872 0.684
H 1.102 -2.281 2.136
H -1.256 -0.441 0.231
H 4.331 3.282 -1.023
H 2.704 -2.813 -1.273
H 2.300 -1.893 -2.725
H 3.612 -1.861 1.848
H -0.682 2.156 -1.847
H -5.597 0.838 1.580
H 2.700 0.225 -1.597
H 2.615 -0.432 2.172
H -2.137 -3.850 -0.949
H -3.679 2.672 2.520
H -3.464 -1.660 0.856
H -0.786 -0.901 1.879
H -2.487 0.690 -2.323
H 4.522 0.911 -1.658
H -2.786 -2.241 2.379

***

2.
62
Properties=species:S:1:pos:R:3 method="wB97M-V/def2-TZVPD" homo_ha=-0.2990 smiles="COc1cccc(CNC(=O)CCc2nnc3ccc(NCCCN4CCCC4=O)nn23)c1" e_above_lowest_kcal_mol=38.4
O -3.282 -3.696 0.001
O -0.727 2.797 -1.496
O 2.999 -1.048 1.374
N -4.511 0.887 0.787
N 3.952 0.224 -0.258
N 1.014 0.986 1.886
N -2.403 1.038 1.295
N -2.187 1.114 -1.853
N -1.157 1.485 1.414
N -4.138 -0.304 1.257
C 2.884 1.188 -0.381
C -3.393 3.118 0.374
C -1.867 2.378 -1.497
C -1.208 0.156 -2.314
C -4.582 -3.181 -0.217
C -0.962 -3.467 -0.036
C -2.215 -2.965 -0.399
C -1.916 -1.162 2.073
C -2.288 -1.785 -1.132
C -3.483 1.705 0.816
C 3.927 -0.785 0.631
C 1.436 2.274 1.378
C 0.184 -2.787 -0.384
C 5.227 0.384 -0.919
C 5.904 -0.977 -0.719
C -3.077 3.224 -1.129
C -0.628 -0.753 2.158
C -0.268 0.594 1.795
C 0.104 -1.605 -1.102
C 2.841 2.184 0.793
C 5.259 -1.511 0.559
C -1.130 -1.100 -1.481
C -2.858 -0.231 1.574
H 5.801 1.193 -0.450
H 5.116 -2.590 0.561
H 3.527 1.846 1.573
H -0.921 -4.387 0.524
H -1.446 -0.122 -3.351
H 1.149 -3.168 -0.086
H 1.942 0.634 -0.403
H -3.248 -1.395 -1.430
H -3.945 2.901 -1.706
H 5.834 -1.246 1.449
H 6.985 -0.889 -0.642
H 1.419 3.008 2.193
H 5.670 -1.633 -1.557
H -2.587 3.587 0.941
H 1.007 -1.083 -1.381
H 5.082 0.631 -1.973
H 1.717 0.252 1.952
H 0.157 -1.410 2.495
H 0.723 2.601 0.614
H -4.705 -2.202 0.260
H -0.247 0.676 -2.306
H 2.999 1.706 -1.334
H 3.158 3.175 0.472
H -2.853 4.263 -1.369
H -3.145 0.809 -1.780
H -4.335 3.626 0.581
H -4.807 -3.113 -1.286
H -5.257 -3.899 0.244
H -2.242 -2.150 2.349